# 1
Molecular formula: C24H50Cl3N3O2P3S
Method: DFT, the ωB97M-V functional and the def2-TZVPD basis

Calculated values
* orbital gap: 0.270 hartree
* 2S+1: 1
* strongest force on any atom: 3.7 eV/A
* charge: +1

Each line ends with the Löwdin charge.
Geometry (Å):
C 0.1556 0.1843 2.5302  0.06
C -1.1014 -0.1726 2.3975  -0.16
N -1.5613 -1.1837 1.4344  0.03
C -1.1512 -2.5729 1.7365  -0.09
C 0.3446 -2.8568 1.3726  -0.17
C 0.6060 -4.3783 1.1689  -0.20
C 2.0724 -4.6411 0.7261  -0.19
C 2.4337 -3.9119 -0.6201  -0.18
C 3.5859 -2.8638 -0.3946  -0.18
C 3.1353 -1.3723 -0.6155  -0.22
C 4.2499 -0.5084 -1.3089  -0.19
C 4.8926 0.5492 -0.3627  -0.19
C 3.8804 1.5505 0.2683  -0.21
C 3.7989 2.9045 -0.5116  -0.16
C 2.7853 3.8016 0.2522  -0.25
O 3.3727 4.4063 1.4101  -0.18
C 2.4797 4.2583 2.5082  -0.12
C -2.2555 -0.8435 0.4101  -0.46
N -2.5803 -1.9423 -0.4818  -0.22
C -4.0386 -2.0472 -0.6963  -0.20
C -4.3537 -3.3632 -1.4863  -0.85
O -3.8158 -4.3344 -1.2090  0.07
Cl -5.5183 -3.3639 -2.8372  0.67
P -1.7348 -1.6853 -2.0197  0.39
S -1.0837 -3.3477 -2.7819  0.22
N -2.6543 0.4542 0.0635  -0.41
P -1.3213 1.5101 -0.4297  0.87
C -1.6339 1.9490 -2.2071  -0.30
C -1.3090 3.1086 0.4966  -0.29
P -3.8471 1.2074 1.1706  0.94
C -5.3158 0.0642 1.4644  -0.26
C -4.6509 2.6946 0.3368  -0.38
C -4.6412 3.8197 1.4353  -0.18
H 0.4485 0.5929 3.5084  0.10
H 0.9347 0.1014 1.7641  0.07
H -1.8838 0.2456 3.0411  0.10
H -1.8424 -3.3308 1.3438  0.13
H -1.2007 -2.6553 2.8405  0.14
H 0.7179 -2.2177 0.5529  0.09
H 0.9328 -2.5643 2.2689  0.12
H -0.1564 -4.8053 0.4922  0.11
H 0.4770 -4.8518 2.1661  0.12
H 2.2187 -5.7343 0.6390  0.11
H 2.7286 -4.3197 1.5588  0.10
H 1.5238 -3.3992 -0.9926  0.05
H 2.6956 -4.6425 -1.4066  0.11
H 4.0270 -2.9269 0.6139  0.11
H 4.3688 -3.1039 -1.1371  0.10
H 2.8322 -0.9735 0.3687  0.09
H 2.2864 -1.4076 -1.3279  0.02
H 5.0599 -1.2007 -1.6015  0.11
H 3.8561 0.0205 -2.1940  0.06
H 5.4627 0.0847 0.4638  0.11
H 5.6178 1.1354 -0.9588  0.11
H 2.8651 1.1157 0.3716  0.08
H 4.1938 1.8213 1.2981  0.12
H 3.4276 2.6939 -1.5342  0.07
H 4.7982 3.3644 -0.5849  0.12
H 2.0007 3.1083 0.6273  0.08
H 2.3310 4.5449 -0.4364  0.13
H 2.8212 4.9420 3.3036  0.10
H 2.4277 3.2080 2.8693  0.08
H 1.4422 4.5630 2.2467  0.08
H -4.4957 -1.1843 -1.2139  0.10
H -4.5032 -2.2158 0.2926  0.12
H -0.6059 -0.8484 -1.7809  -0.03
H -2.6193 -1.0803 -2.9583  0.01
H -2.0746 2.9565 -2.3375  0.05
H -2.3168 1.2101 -2.6693  0.02
H -0.7026 1.9174 -2.8067  -0.06
H -1.2349 2.9673 1.5900  0.04
H -2.1121 3.8166 0.2197  0.03
H -0.3638 3.6096 0.2024  0.03
H -5.7383 -0.1555 0.4610  0.03
H -6.0759 0.5548 2.0917  0.06
H -4.9432 -0.8846 1.8843  0.03
H -4.0874 3.0242 -0.5537  0.06
H -5.7183 2.5130 0.1157  0.08
H -5.2615 3.5038 2.2930  0.07
H -3.6255 3.9706 1.8504  0.04
H -4.9506 4.7850 1.0049  0.08
C 2.2334 0.2447 -4.3405  -0.95
Cl 1.9628 -1.4037 -3.7737  0.58
Cl 1.5162 1.4305 -3.2341  0.59
H 3.3017 0.4273 -4.4039  0.03
H 1.7774 0.3597 -5.3185  0.03


# 2
Molecular formula: C3H9O
Method: DFT, the ωB97M-V functional and the def2-TZVPD basis

Calculated values
* orbital gap: 0.197 hartree
* 2S+1: 1
* strongest force on any atom: 1.6 eV/A
* charge: -1

Each line ends with the natural charge from an NBO analysis.
Geometry (Å):
C 2.6912 -2.2101 -2.8233  -0.86
H 2.4785 -3.2809 -2.8698  0.21
H 1.7169 -1.7223 -2.9059  0.23
H 3.2394 -1.8107 -3.6675  0.21
H 3.0792 -2.0926 -1.8156  0.22
C -1.9783 1.1420 1.1268  -0.01
O -1.7415 -0.1984 1.0525  -0.97
C -1.2620 1.7074 2.3848  -0.66
H -3.0734 1.3896 1.2503  0.05
H -1.6739 1.7260 0.2361  0.06
H -1.5090 2.7797 2.4770  0.15
H -0.2306 1.3720 2.3285  0.19
H -1.7364 1.1982 3.2261  0.18


# 3
Molecular formula: CH2N3O2P
Method: DFT, the ωB97M-V functional and the def2-TZVPD basis

Calculated values
* orbital gap: 0.378 hartree
* 2S+1: 1
* strongest force on any atom: 3.8 eV/A
* charge: 0
* SMILES: N#CP(N)[N+](=O)[O-]

Each line ends with the natural charge from an NBO analysis.
Geometry (Å):
N -1.0411 -2.5760 0.5817  -0.29
C -0.6599 -1.6117 0.0955  -0.07
P -0.0119 -0.1222 -1.0157  1.10
N 1.5283 -0.2812 -0.3439  -1.09
N -0.9281 1.0996 0.0130  0.29
O -0.1532 1.7610 0.7351  -0.42
O -2.0869 1.3267 -0.1856  -0.32
H 1.4591 -0.2404 0.7082  0.41
H 1.8938 0.6443 -0.5883  0.39